Here is 6 unconnected molecules or ions with the total composition C50H105F3N4O4 at a distorted geometry from the OMol25 dataset. Energies are from ωB97M-V/def2-TZVPD.

The geometry in XYZ format:
```
166
Properties=species:S:1:pos:R:3:mulliken_charge:R:1
C -1.38 -14.02 -17.39 -0.477
C -2.27 -13.80 -18.57 0.375
O -1.76 -13.92 -19.71 -0.672
O -3.47 -13.40 -18.32 -0.755
H -1.12 -13.12 -16.82 0.581
H -0.40 -14.46 -17.58 -0.326
H -1.90 -14.75 -16.78 0.495
C -6.53 -10.17 -15.81 -0.824
C -5.11 -9.49 -15.98 -0.652
C -4.73 -8.90 -17.37 -0.705
C -4.62 -10.09 -18.41 -0.519
N -4.00 -9.55 -19.77 0.738
C -2.56 -9.23 -19.74 -0.828
C -1.85 -9.91 -20.93 -0.193
C -2.94 -10.51 -21.76 -0.966
C -4.03 -10.78 -20.77 0.021
C -4.83 -8.37 -20.48 -1.030
C -6.39 -8.57 -20.53 0.187
C -7.02 -7.59 -21.49 -1.645
H -7.17 -9.56 -16.46 0.288
H -6.76 -10.32 -14.75 0.383
H -6.51 -11.20 -16.16 -0.002
H -4.37 -10.23 -15.69 0.345
H -4.98 -8.65 -15.30 0.437
H -3.71 -8.52 -17.30 0.327
H -5.30 -8.03 -17.68 0.322
H -5.60 -10.52 -18.64 0.346
H -3.95 -10.78 -17.90 0.282
H -2.41 -8.15 -19.69 0.350
H -2.24 -9.71 -18.81 0.507
H -1.32 -9.30 -21.65 0.483
H -1.33 -10.79 -20.54 -0.157
H -3.44 -10.05 -22.61 0.444
H -2.45 -11.40 -22.17 0.387
H -5.00 -10.61 -21.23 0.195
H -3.89 -11.74 -20.26 -0.156
H -4.45 -8.22 -21.49 0.585
H -4.60 -7.48 -19.89 0.570
H -6.93 -8.30 -19.62 0.186
H -6.87 -9.46 -20.94 0.155
H -6.48 -7.73 -22.43 0.406
H -6.89 -6.55 -21.17 0.356
H -8.04 -7.81 -21.84 0.378
C 5.64 -7.45 -14.82 -1.255
C 4.42 -8.13 -15.53 -0.807
C 4.60 -9.52 -16.26 -0.178
C 3.40 -9.96 -17.05 -1.003
N 3.64 -11.41 -17.73 0.612
C 2.55 -11.75 -18.86 -1.008
C 1.23 -11.98 -18.14 0.216
C 1.71 -12.67 -16.80 -0.035
C 3.28 -12.55 -16.77 -0.986
C 5.09 -11.76 -18.31 -0.835
C 5.48 -10.66 -19.38 -0.278
C 7.00 -10.65 -19.68 -1.401
H 6.42 -7.26 -15.56 0.356
H 6.09 -8.06 -14.03 0.322
H 5.10 -6.64 -14.33 0.371
H 4.00 -7.44 -16.25 0.386
H 3.74 -8.21 -14.68 0.395
H 4.97 -10.18 -15.48 0.220
H 5.43 -9.30 -16.93 0.123
H 3.27 -9.38 -17.96 0.560
H 2.48 -9.88 -16.46 0.538
H 2.91 -12.65 -19.36 0.164
H 2.43 -10.92 -19.56 0.457
H 0.48 -12.47 -18.76 0.038
H 0.73 -11.06 -17.82 0.334
H 1.55 -13.74 -16.68 0.119
H 1.28 -12.18 -15.93 0.291
H 3.71 -13.47 -17.17 -0.054
H 3.68 -12.36 -15.78 0.457
H 4.96 -12.72 -18.82 0.544
H 5.65 -11.93 -17.39 0.414
H 5.15 -9.66 -19.10 0.311
H 4.96 -10.99 -20.28 0.361
H 7.71 -10.12 -19.04 0.333
H 7.08 -10.03 -20.58 0.397
H 7.30 -11.67 -19.93 0.355
C -6.55 -14.50 -17.35 -0.675
C -6.94 -15.89 -17.74 -0.899
C -7.19 -15.92 -19.26 -0.481
C -5.78 -15.84 -20.00 -1.282
N -5.77 -15.95 -21.56 0.962
C -4.34 -15.63 -22.13 -0.419
C -3.68 -16.95 -22.56 1.207
C -4.50 -18.03 -21.88 -0.670
C -5.86 -17.41 -21.99 -0.916
C -6.82 -15.14 -22.38 -1.348
C -7.11 -13.74 -21.97 0.291
C -8.34 -13.17 -22.71 -1.483
H -6.45 -14.38 -16.27 0.393
H -7.07 -13.61 -17.70 0.289
H -5.54 -14.47 -17.74 -0.010
H -7.82 -16.23 -17.19 0.364
H -6.16 -16.57 -17.41 0.393
H -7.77 -15.08 -19.63 0.277
H -7.77 -16.80 -19.53 0.439
H -4.97 -16.42 -19.56 0.570
H -5.36 -14.84 -19.85 0.385
H -4.50 -14.93 -22.95 0.298
H -3.72 -15.27 -21.31 0.031
H -3.71 -16.88 -23.65 0.488
H -2.63 -16.95 -22.27 -1.495
H -4.39 -18.91 -22.50 0.560
H -4.22 -18.33 -20.87 -0.001
H -6.22 -17.34 -23.02 0.592
H -6.69 -17.91 -21.49 0.453
H -7.77 -15.67 -22.26 0.632
H -6.74 -15.27 -23.46 0.614
H -6.30 -13.06 -22.25 0.062
H -7.05 -13.72 -20.88 0.105
H -8.10 -13.05 -23.77 0.379
H -8.54 -12.17 -22.33 0.368
H -9.15 -13.89 -22.60 0.371
C -2.30 -19.80 -18.51 -1.121
C -1.50 -18.54 -18.25 -1.184
C -0.86 -17.64 -19.38 1.777
C 0.60 -17.97 -19.86 -0.837
N 1.34 -16.76 -20.45 0.829
C 2.70 -17.27 -21.06 -0.745
C 3.70 -17.29 -19.93 -0.946
C 3.23 -16.45 -18.79 -0.700
C 1.97 -15.84 -19.38 -0.054
C 0.51 -15.98 -21.47 -0.126
C -0.07 -16.88 -22.63 -0.845
C -0.71 -16.10 -23.79 -1.668
H -1.51 -20.44 -18.90 0.354
H -3.07 -19.61 -19.25 0.092
H -2.73 -20.05 -17.54 0.422
H -0.84 -18.55 -17.39 0.580
H -2.27 -17.90 -17.81 0.354
H -0.83 -16.66 -18.90 -0.668
H -1.62 -17.43 -20.13 -0.673
H 0.57 -18.84 -20.51 0.478
H 1.15 -18.10 -18.93 0.435
H 2.97 -16.42 -21.68 0.400
H 2.56 -18.20 -21.61 0.551
H 4.61 -17.07 -20.49 0.437
H 3.75 -18.34 -19.65 0.334
H 3.95 -15.75 -18.35 0.342
H 2.96 -17.16 -18.01 0.380
H 2.19 -14.89 -19.85 0.073
H 1.35 -15.56 -18.53 -0.046
H 1.19 -15.20 -21.80 0.691
H -0.29 -15.49 -20.91 -0.109
H -0.59 -17.80 -22.34 0.583
H 0.88 -17.27 -22.98 0.469
H -1.22 -16.76 -24.49 0.337
H 0.15 -15.73 -24.34 0.555
H -1.32 -15.27 -23.43 0.266
C 0.65 -14.65 -12.44 -0.232
O 1.48 -13.54 -12.66 -0.178
O -0.18 -14.35 -11.33 -0.881
C 0.22 -15.54 -13.70 0.737
F 1.24 -15.95 -14.45 -0.279
F -0.57 -16.57 -13.49 -0.286
F -0.42 -14.91 -14.69 -0.274
C 2.79 -13.64 -13.20 0.111
C 3.24 -12.17 -13.12 -1.378
H 3.28 -11.88 -12.07 0.443
H 4.24 -11.98 -13.51 0.485
H 2.81 -11.42 -13.79 0.250
H 2.84 -13.90 -14.25 -0.040
H 3.40 -14.28 -12.56 0.452
H 1.29 -15.43 -12.04 0.153
```

Energy relative to the best compared isomer or geometry (same formula, charge and spin) ... 7.981 eV
E_HOMO ... -7.77 eV
Total charge ... +2
2S+1 ... 1
M ... 883.4 g mol⁻¹
Strongest force on any atom ... 0.10781 Eh/bohr
LUMO energy ... -0.1570 Eh
Gap between HOMO and LUMO ... 3.49 eV